Entry from OMol25: C20H57AgN9O5P3 as an isolated structure (wB97M-V/def2-TZVPD).

XYZ file:
```
95
Properties=species:S:1:pos:R:3:forces:R:3:lowdin_charge:R:1
Ag -0.8445 -0.5469 0.3839 0.3 -0.2 0.0 0.743
C -2.0378 -3.3347 3.3503 -0.7 -0.2 0.7 -0.021
C -1.6707 -2.3730 2.3059 2.4 1.5 -1.0 -0.781
O -0.5122 -1.8177 2.3714 -0.6 -0.4 0.6 -0.143
O -2.4047 -2.1467 1.3349 -1.6 -0.2 -0.4 -0.089
H -2.7021 -4.0737 2.9608 0.1 -1.0 -0.6 0.069
H -2.6925 -2.9265 4.1001 -0.1 0.9 0.5 0.074
H -1.1586 -3.6938 3.8407 0.4 -0.5 0.2 0.073
O -0.3268 -1.7809 -1.7350 0.3 -0.7 0.0 -0.348
P 0.5098 -3.0134 -1.8451 0.5 -0.9 -1.1 0.641
N -0.2426 -4.4092 -1.2282 0.4 0.0 0.4 -0.298
C -1.6995 -4.4075 -0.9995 0.6 0.6 -0.8 -0.095
C 0.4656 -5.7062 -1.0303 -0.5 0.8 -0.5 -0.108
N 2.0256 -3.0758 -1.0226 -1.5 0.7 0.0 -0.293
C 3.2672 -2.3882 -1.4514 -1.1 -0.4 0.6 -0.092
C 1.9052 -3.1990 0.4714 0.8 -1.4 -0.7 -0.098
N 0.8014 -3.3050 -3.5531 0.6 0.0 2.3 -0.306
C 0.1382 -2.5890 -4.6521 0.5 -0.2 0.5 -0.115
C 1.6214 -4.4763 -3.9055 -0.2 0.4 -0.5 -0.134
H -2.0115 -3.3769 -0.9146 -0.2 0.2 0.1 0.049
H -1.9890 -4.8982 -0.0801 0.2 -0.3 0.2 0.078
H -2.2188 -4.8404 -1.8560 -0.1 -0.3 0.0 0.077
H 0.1773 -6.1968 -0.0881 -0.2 0.3 -0.3 0.086
H 1.5206 -5.4879 -0.9751 0.4 -0.1 0.0 0.049
H 0.3110 -6.4038 -1.8742 -0.1 0.2 0.3 0.076
H 3.3896 -1.4478 -0.8777 0.0 -0.2 -0.7 0.063
H 4.1027 -3.0446 -1.1989 0.1 0.0 0.0 0.077
H 3.2274 -2.2719 -2.5319 0.1 0.4 0.0 0.070
H 0.9427 -3.6400 0.7417 0.2 0.1 -0.1 0.068
H 2.7183 -3.9124 0.7237 -0.4 0.2 0.3 0.088
H 2.0576 -2.3248 1.1006 -0.2 0.5 -0.7 0.047
H -0.5457 -3.2392 -5.2326 0.3 0.2 0.3 0.084
H -0.4151 -1.7356 -4.2587 0.0 -0.2 0.1 0.067
H 0.9248 -2.1905 -5.3063 -0.2 -0.1 -0.2 0.073
H 1.0138 -5.3675 -4.0527 -0.3 -0.1 -0.3 0.064
H 2.3402 -4.7832 -3.1240 -0.2 0.7 -0.3 0.070
H 2.1284 -4.2467 -4.8714 0.0 -0.3 0.7 0.086
O 1.4243 0.6357 0.7775 -0.1 0.8 -0.6 -0.324
P 2.5089 1.4906 0.2141 1.2 -1.7 0.3 0.582
N 2.4749 1.6063 -1.4769 -0.4 0.5 0.5 -0.285
C 3.2060 2.6399 -2.2171 0.2 0.0 0.8 -0.127
C 1.4077 0.9569 -2.2607 0.0 0.7 0.2 -0.097
N 3.9503 0.7023 0.7009 -0.3 0.4 0.8 -0.300
C 3.9777 -0.4226 1.6692 0.0 -0.2 -0.4 -0.125
C 5.3041 1.2500 0.5144 -1.0 0.8 -0.1 -0.112
N 2.6852 3.0821 0.7819 -1.2 -0.1 0.2 -0.295
C 2.8223 3.2262 2.2517 1.1 -0.3 -0.1 -0.105
C 1.5513 3.9313 0.3264 -0.3 -0.6 -0.5 -0.111
H 3.6538 3.3059 -1.4708 0.1 0.1 -0.4 0.066
H 2.5254 3.2236 -2.8433 -0.1 0.0 0.0 0.077
H 4.0144 2.2648 -2.8613 -0.3 -0.2 0.2 0.082
H 0.6985 1.6939 -2.7005 0.5 -0.1 0.2 0.092
H 0.8127 0.3007 -1.6487 0.0 -0.4 0.2 0.022
H 1.8661 0.3992 -3.0706 0.0 -0.2 -0.2 0.078
H 4.5949 -0.1906 2.5415 0.1 0.3 0.0 0.072
H 3.0203 -0.7515 2.0779 -0.1 0.4 -0.5 0.066
H 4.4636 -1.2892 1.1899 -0.2 0.1 0.1 0.076
H 5.6824 0.9471 -0.4593 0.5 -0.1 0.0 0.073
H 5.2764 2.3560 0.5499 0.0 -0.4 -0.1 0.073
H 5.9431 0.9305 1.3454 0.0 -0.1 -0.4 0.076
H 3.4368 2.4096 2.6663 -0.4 0.1 -0.2 0.079
H 3.4303 4.1231 2.4283 -0.4 0.1 0.1 0.084
H 1.8632 3.2825 2.7935 0.3 -0.1 -0.3 0.078
H 0.5774 3.4537 0.5453 0.3 0.3 0.4 0.065
H 1.5443 3.9601 -0.7607 0.3 0.4 -0.1 0.058
H 1.5940 4.9439 0.7501 0.1 -0.4 -0.1 0.095
O -2.4017 1.0597 -0.2212 -0.2 -0.4 -1.1 -0.340
P -3.0174 2.0568 0.6610 -1.0 1.4 0.5 0.603
N -2.6528 3.6272 0.0925 -0.4 -0.1 2.6 -0.317
C -2.5666 3.9269 -1.3048 1.3 -0.5 -0.6 -0.135
C -3.1505 4.8086 0.8603 -0.4 -0.4 -0.3 -0.117
N -2.3997 2.0199 2.2297 -0.2 0.7 -0.6 -0.302
C -2.7371 0.9665 3.1525 -0.2 -0.7 1.0 -0.128
C -1.2094 2.7260 2.7241 -0.7 0.7 -0.2 -0.110
N -4.7726 1.9388 0.6376 1.2 -0.2 0.5 -0.278
C -5.5853 2.5078 1.7615 1.3 -1.0 -1.0 -0.101
C -5.4018 0.8208 -0.1088 0.2 0.2 -0.3 -0.118
H -2.3611 3.0068 -1.9039 -0.4 0.7 0.5 0.091
H -1.6754 4.5716 -1.3913 -0.3 0.0 -0.5 0.080
H -3.4333 4.4852 -1.6676 -0.1 -0.2 -0.1 0.077
H -3.3083 4.6162 1.9307 0.3 -0.3 -0.4 0.064
H -4.1421 5.0669 0.4517 0.2 0.2 0.1 0.079
H -2.5038 5.7065 0.7887 0.0 -0.6 -0.2 0.087
H -3.3569 0.1803 2.7163 -0.1 0.2 -0.1 0.080
H -1.7996 0.4719 3.4812 -0.5 0.1 -0.2 0.087
H -3.2358 1.3778 4.0672 0.2 -0.3 -0.6 0.093
H -0.3174 2.1028 2.8449 -0.3 -0.3 -0.1 0.079
H -0.9563 3.5407 2.0677 0.1 0.2 -0.4 0.042
H -1.4676 3.2032 3.6830 0.2 -0.3 0.0 0.091
H -4.9274 3.1535 2.3410 -0.3 0.1 0.1 0.052
H -6.4475 3.0602 1.3898 0.0 -0.1 0.0 0.077
H -5.8724 1.6538 2.3698 -0.4 0.2 0.4 0.074
H -6.3356 1.1266 -0.6077 0.3 0.4 0.2 0.077
H -5.6747 -0.0651 0.4794 0.3 0.2 0.3 0.079
H -4.7167 0.4919 -0.8995 -0.1 0.1 0.3 0.071
```
Forces are in eV/Å.

Summary:
* lowest unoccupied orbital energy: 0.0246 Ha
* HOMO-LUMO gap: 7.937 eV
* HOMO: -7.3 eV

***

Entry from OMol25: one molecule with the formula C21H22N2O5S (wB97M-V/def2-TZVPD).

XYZ file:
```
51
Properties=species:S:1:pos:R:3:forces:R:3:nbo_charge:R:1
C 1.2898 -1.5955 2.0001 0.1 -0.2 0.2 -0.247
O 0.8761 -0.5452 1.1596 -0.4 0.1 -0.4 -0.515
C 0.0094 -0.8180 0.1433 0.0 0.2 0.1 0.284
C -0.4246 -2.0958 -0.1889 0.1 -0.1 0.2 -0.296
C -1.2498 -2.3001 -1.2814 0.1 0.1 0.0 -0.190
C -1.6622 -1.2335 -2.0568 0.0 0.0 -0.1 -0.226
C -1.2636 0.0467 -1.7172 0.0 -0.2 0.1 -0.197
C -0.4421 0.2714 -0.6229 -0.2 -0.7 -0.1 0.132
N -0.0601 1.6078 -0.3615 0.8 0.4 -0.6 -0.710
C -0.0864 2.1059 0.9965 0.2 0.3 0.7 -0.331
C -1.4754 1.9149 1.6039 0.3 0.2 -0.3 0.673
O -1.6485 1.5959 2.7588 0.1 -0.1 0.3 -0.614
N -2.4730 2.1671 0.7315 -0.2 0.2 -0.3 -0.608
C -3.8510 1.8104 1.0053 0.1 -0.3 0.1 -0.274
C -4.2653 0.6183 0.2062 -0.4 0.6 -0.5 0.262
C -4.9666 0.5097 -0.9596 0.3 0.2 0.6 -0.307
C -5.0177 -0.8718 -1.2642 0.2 -0.4 0.3 -0.323
C -4.3361 -1.4956 -0.2667 -0.5 -0.2 -0.7 0.103
O -3.8771 -0.6051 0.6239 0.3 0.1 0.5 -0.397
S 1.2217 2.1356 -1.3142 -0.1 0.2 -0.1 2.335
O 0.8899 1.8402 -2.6755 0.1 -0.3 0.2 -0.930
O 1.4710 3.4994 -0.9498 0.2 -0.2 0.3 -0.937
C 2.5618 1.0863 -0.7836 -0.5 0.4 -0.3 -0.352
C 2.7148 -0.1476 -1.3830 0.0 -0.1 -0.2 -0.193
C 3.6551 -1.0292 -0.8790 0.0 0.1 0.1 -0.169
C 4.4325 -0.6840 0.2214 -0.1 0.0 0.0 -0.006
C 5.4523 -1.6339 0.7701 0.0 0.0 0.0 -0.633
C 4.2627 0.5699 0.8024 -0.1 0.0 -0.1 -0.221
C 3.3246 1.4562 0.3061 0.1 0.1 0.1 -0.166
H 1.9349 -1.1323 2.7448 0.0 -0.1 0.0 0.205
H 1.8602 -2.3484 1.4470 0.0 0.0 0.0 0.177
H 0.4389 -2.0655 2.5012 0.0 0.0 0.0 0.186
H -0.1050 -2.9452 0.3933 0.1 -0.1 0.1 0.222
H -1.5624 -3.3040 -1.5265 0.0 -0.1 0.0 0.215
H -2.2976 -1.3919 -2.9135 -0.1 0.0 -0.1 0.220
H -1.5653 0.8946 -2.3108 0.0 0.1 0.0 0.234
H 0.6424 1.6183 1.6525 -0.2 0.1 -0.1 0.232
H 0.1478 3.1719 0.9321 -0.1 -0.1 0.2 0.256
H -2.2187 2.3534 -0.2274 0.0 -0.1 0.1 0.407
H -3.9008 1.5852 2.0743 -0.1 0.1 -0.1 0.255
H -4.5037 2.6554 0.7705 0.0 -0.2 0.1 0.215
H -5.4019 1.3096 -1.5228 -0.1 0.2 -0.1 0.226
H -5.4962 -1.3295 -2.1052 -0.1 -0.2 -0.2 0.227
H -4.1211 -2.5289 -0.0824 0.1 -0.1 0.1 0.204
H 2.0987 -0.3959 -2.2329 0.0 -0.1 -0.1 0.245
H 3.7813 -1.9981 -1.3404 0.0 -0.1 0.0 0.208
H 5.2844 -2.6436 0.4047 0.0 -0.1 0.0 0.217
H 5.4270 -1.6413 1.8578 0.0 0.0 0.1 0.220
H 6.4508 -1.3227 0.4634 0.1 0.0 0.0 0.228
H 4.8665 0.8466 1.6543 0.1 0.0 0.1 0.216
H 3.1778 2.4320 0.7411 0.0 0.1 0.1 0.239
```
Forces are in eV/Å.

Summary:
* lowest unoccupied orbital energy: 0.0197 Ha
* energy above the lowest of the compared OMol25 structures with the same formula, charge and spin: 2.0014 eV
* HOMO-LUMO gap: 8.983 eV
* HOMO: -8.4 eV

***

no.,F_max (hartree/bohr)
1,0.0576
2,0.0208